No. 1
Molecular formula: C33H45Cl2HfO2P3
Method: DFT, the ωB97M-V functional and the def2-TZVPD basis

Geometry as XYZ:
```
86
Properties=species:S:1:pos:R:3:mulliken_charge:R:1
P 1.31 1.61 -4.76 0.3792
C 3.03 1.73 -4.77 0.7486
C 3.64 1.15 -5.89 -0.2447
H 3.05 0.47 -6.54 0.4022
C 4.96 1.46 -6.15 -0.6683
H 5.44 1.05 -7.02 0.4396
C 5.66 2.30 -5.28 -0.5567
H 6.70 2.56 -5.50 0.4057
C 5.07 2.82 -4.13 -0.6248
H 5.62 3.45 -3.44 0.4313
C 3.74 2.53 -3.85 -0.6340
H 3.22 2.89 -2.95 0.3119
C 0.62 0.11 -5.38 0.1424
C 1.14 -1.18 -5.12 -0.3295
H 2.01 -1.29 -4.48 0.7814
C 0.52 -2.28 -5.70 -0.7267
H 0.92 -3.27 -5.51 0.4525
C -0.60 -2.11 -6.53 -0.7446
H -1.07 -2.97 -6.97 0.5214
C -1.09 -0.82 -6.79 -0.6756
H -1.93 -0.69 -7.46 0.4477
C -0.52 0.29 -6.21 -0.6703
H -0.91 1.28 -6.37 0.4256
C 0.32 3.05 -4.84 0.4499
C 0.57 3.68 -6.07 -0.4701
H 1.36 3.29 -6.73 0.4448
C -0.20 4.77 -6.42 -0.6249
H -0.03 5.25 -7.38 0.4162
C -1.17 5.25 -5.56 -0.6096
H -1.78 6.12 -5.84 0.4037
C -1.39 4.66 -4.31 -0.6812
H -2.13 5.04 -3.62 0.4768
C -0.63 3.55 -3.92 -0.0788
H -0.72 3.09 -2.94 0.3745
Hf 0.21 0.12 0.03 -1.1190
C -1.69 -1.14 -0.78 -1.2016
C -2.38 -0.95 -1.93 0.3395
H -2.04 -1.84 -0.01 0.4066
C -1.84 0.02 -2.95 2.8482
O -2.83 0.94 -3.31 -0.6813
H -2.55 1.76 -3.74 0.3136
C -0.72 0.57 -2.31 -0.4226
H -1.51 -0.49 -3.84 -1.1622
C 0.38 0.94 -1.79 0.5705
Cl -0.54 -0.68 2.14 -0.3807
Cl 2.41 1.05 0.33 -0.3652
P 1.43 -2.15 -0.66 1.2155
C 2.30 -2.64 0.88 -1.3971
H 1.56 -2.94 1.63 0.3834
H 2.87 -1.79 1.27 0.3835
H 2.97 -3.47 0.64 0.4926
C 0.45 -3.64 -1.02 -1.2947
H 0.01 -3.55 -2.01 0.2099
H -0.35 -3.72 -0.27 0.3374
H 1.11 -4.52 -0.96 0.5064
C 2.77 -2.26 -1.88 -1.1964
H 3.30 -1.29 -1.94 0.3019
H 2.37 -2.52 -2.87 0.2041
H 3.47 -3.04 -1.55 0.5959
P -3.89 -1.86 -2.39 1.3878
C -4.37 -2.97 -1.06 -1.2757
C -3.48 -2.78 -3.88 -1.1565
H -4.34 -2.42 -0.10 0.4237
H -3.69 -3.83 -1.00 0.4017
H -5.40 -3.33 -1.23 0.4245
H -3.11 -2.08 -4.64 0.2447
H -4.37 -3.30 -4.27 0.4901
H -2.70 -3.51 -3.65 0.3833
C -5.21 -0.70 -2.73 -1.2609
H -5.36 -0.07 -1.85 0.4147
H -6.14 -1.21 -3.00 0.4921
H -4.88 -0.05 -3.56 0.3400
H 0.77 1.98 -2.03 0.3025
C -2.77 3.07 1.44 -0.6709
C -1.53 3.23 2.33 -0.6301
C -0.35 2.91 1.42 -0.4941
O -0.89 1.98 0.41 -0.0154
C -2.36 2.12 0.31 -0.0196
H -3.63 2.68 1.99 0.3557
H -3.05 4.05 1.01 0.3262
H -1.56 2.48 3.15 0.2620
H -1.45 4.22 2.77 0.3917
H 0.01 3.81 0.89 0.2794
H 0.48 2.41 1.93 0.3551
H -2.79 1.12 0.43 0.1366
H -2.61 2.50 -0.69 0.1077
```

Calculated values
Multiplicity ... 1
Total charge ... +2
Largest force on an atom ... 8.63 eV/A
Orbital gap (alpha / beta) ... 4.19 / 4.19 eV
LUMO (alpha / beta) ... -0.251 / -0.251 Ha
M ... 816.04 g mol⁻¹
E_HOMO (alpha / beta) ... -11.015 / -11.015 eV
E_tot ... -3426.8459 Ha
Energy relative to the best compared isomer or geometry (same formula, charge and spin) ... 47.6 kcal/mol



No. 2
Molecular formula: C33H45Cl4CoN2O2PSbSi3
Method: DFT, the ωB97M-V functional and the def2-TZVPD basis

Geometry as XYZ:
```
92
Properties=species:S:1:pos:R:3:mulliken_charge:R:1
Co -1.45 -1.07 -0.04 0.5649
Cl -7.35 -3.89 1.55 -0.2096
C -6.03 -2.78 1.50 0.4174
C -6.08 -1.60 2.22 0.0443
Cl -7.47 -1.22 3.16 -0.2300
C -4.99 -0.71 2.18 0.8983
Cl -5.14 0.76 3.10 -0.1391
C -3.85 -0.99 1.42 -0.5218
O -2.74 -0.22 1.33 0.3494
C -3.82 -2.20 0.67 -0.3764
O -2.77 -2.49 -0.05 -0.5183
C -4.91 -3.07 0.73 -0.0198
Cl -4.80 -4.54 -0.18 -0.2101
C 4.87 -0.72 -4.98 -0.5067
C 4.95 0.03 -3.81 -0.6285
C 3.96 -0.10 -2.84 -0.0721
C 2.89 -0.96 -3.03 -0.1288
C 2.82 -1.71 -4.20 -0.1196
C 3.80 -1.59 -5.17 -0.7196
P 1.60 -1.01 -1.73 1.2074
C 0.97 -2.72 -1.92 -0.2090
C -0.31 -3.05 -2.35 0.0867
C -0.75 -4.37 -2.33 -0.7085
C 0.10 -5.38 -1.91 -0.4263
C 1.39 -5.07 -1.50 -0.6810
C 1.82 -3.75 -1.48 -0.6191
C 0.25 0.01 -2.41 1.5759
C 0.39 0.72 -3.60 -0.3166
C -0.63 1.56 -4.03 -0.7155
C -1.79 1.68 -3.27 -0.9473
C -1.92 0.96 -2.09 -0.2207
C -0.91 0.10 -1.62 -1.5715
H 5.64 -0.63 -5.73 0.3798
H 5.78 0.71 -3.65 0.4173
H 4.03 0.48 -1.92 0.1960
H 1.99 -2.38 -4.36 0.4070
H 3.74 -2.18 -6.08 0.4098
H -0.98 -2.27 -2.70 0.5246
H -1.76 -4.59 -2.64 0.4311
H -0.25 -6.40 -1.90 0.3811
H 2.06 -5.86 -1.17 0.3914
H 2.82 -3.51 -1.14 0.2950
H 1.29 0.63 -4.19 0.3892
H -0.52 2.12 -4.95 0.3808
H -2.59 2.33 -3.60 0.3884
H -2.84 1.06 -1.52 0.3591
C 2.10 2.99 -1.26 -0.6363
Si 0.84 3.50 0.02 0.7356
C 1.54 4.76 1.22 -1.1483
C -0.68 4.25 -0.76 -0.9601
Sb 0.24 1.30 1.21 -0.9960
Si 2.28 0.77 2.71 0.6956
C 3.62 0.04 1.64 -0.8402
C 1.77 -0.43 4.05 -1.1350
C 2.95 2.32 3.52 -1.1751
Si -2.19 1.40 2.42 1.0139
C -2.14 0.25 3.92 -0.9421
C -1.42 2.93 3.34 -1.4356
C -3.29 2.42 1.27 -1.0109
H 2.41 3.85 -1.86 0.5716
H 1.68 2.23 -1.93 -0.0377
H 2.99 2.56 -0.78 0.1843
H 1.68 5.69 0.67 0.4078
H 2.50 4.47 1.64 0.3033
H 0.84 4.96 2.04 0.2983
H -0.37 5.09 -1.38 0.4538
H -1.36 4.63 0.00 0.3714
H -1.22 3.54 -1.39 0.1269
H 3.30 -0.88 1.14 0.1406
H 4.50 -0.18 2.25 0.4843
H 3.92 0.74 0.86 0.1550
H 1.41 -1.38 3.66 0.3470
H 0.99 -0.01 4.69 0.3347
H 2.63 -0.65 4.68 0.4451
H 3.43 2.97 2.79 0.2788
H 3.71 2.03 4.25 0.3975
H 2.18 2.89 4.04 0.3439
H -1.09 0.00 4.09 -0.0225
H -2.71 -0.67 3.82 0.2748
H -2.48 0.79 4.81 0.3796
H -0.54 2.70 3.96 0.2749
H -2.21 3.28 4.03 0.4987
H -1.18 3.77 2.69 0.2385
H -4.06 1.85 0.76 0.3535
H -2.63 2.87 0.52 -0.0569
H -3.75 3.24 1.83 0.4379
N -0.33 -3.54 1.29 -0.9745
N -0.06 -2.11 1.19 0.2955
H 0.25 -3.99 0.59 0.2900
H -1.29 -3.64 0.95 0.3728
H 0.89 -1.97 0.87 0.1339
H -0.10 -1.76 2.15 0.0530
```

Calculated values
<S²> ... 6.012
Multiplicity ... 5
Total charge ... 0
Largest force on an atom ... 0.15 eV/A
Orbital gap (alpha / beta) ... 7.59 / 5.34 eV
LUMO (alpha / beta) ... 0.011 / -0.077 Ha
M ... 939.47 g mol⁻¹
E_HOMO (alpha / beta) ... -7.278 / -7.423 eV
E_tot ... -6218.1391 Ha
Energy relative to the best compared isomer or geometry (same formula, charge and spin) ... 27.8 kcal/mol